No. 1
ORCA calculation (wB97M-V/def2-TZVPD) on the molecule C22H16ClN3O3 at a distorted geometry.

The geometry in ORCA input format:
```
! RIJCOSX wB97M-V def2-TZVPD def2/J DEFGRID3
* xyz 0 1
Cl 0.910 3.584 -3.236
O -0.367 -4.318 -1.217
O -1.698 -0.918 4.863
O 3.237 -1.174 -0.999
N -1.509 -2.392 2.513
N 0.429 -1.993 -1.252
N -1.419 -3.277 1.483
C -1.061 1.324 2.054
C -2.268 1.293 -2.483
C -0.990 2.531 2.652
C -0.161 2.464 -2.385
C -1.296 0.119 2.711
C 2.874 0.099 -2.813
C -0.854 -1.367 0.604
C -1.193 -1.183 2.011
C 4.288 -0.211 -0.991
C 1.353 -2.022 -2.389
C -0.312 -3.124 -0.909
C -0.958 -2.688 0.337
C -1.546 2.361 -2.825
C -0.406 0.356 -1.252
C 0.118 -0.807 -0.445
C -1.536 0.218 4.112
C -1.628 1.462 4.712
C 0.345 1.528 -1.478
C 2.524 -1.094 -2.163
C -1.308 2.603 3.983
C -1.684 0.282 -1.638
C 4.117 0.564 -2.171
H 5.096 -0.106 -0.237
H 1.917 -2.983 -2.548
H -2.263 -0.462 -1.089
H -3.250 1.121 -2.898
H -1.395 -4.283 1.751
H -0.775 1.437 1.075
H -1.478 3.581 4.434
H 2.404 0.599 -3.604
H 0.941 -0.495 0.217
H 4.648 1.455 -2.353
H -1.914 3.025 -3.599
H -1.927 1.425 5.706
H 0.970 -1.833 -3.414
H 1.419 1.538 -1.164
H -0.758 3.461 2.137
H -1.633 -1.699 4.196
*
```

Output
Energy relative to the best compared isomer or geometry (same formula, charge and spin) ... 191.9 kJ/mol
SMILES string ... O=C1c2[nH]nc(-c3ccccc3O)c2[C@H](c2cccc(Cl)c2)N1Cc1ccco1
E_LUMO ... 0.45 eV
Kohn-Sham gap ... 8.9 eV
Strongest force on any atom ... 0.0812 hartree/bohr
HOMO energy ... -8.41 eV

natural (NBO) atomic charge list, values in e, 6 entries: number 1, Cl, carries -0.0048; number 2, O, carries -0.5835; number 3, O, carries -0.6862; number 4, O, carries -0.4370; number 5, N, carries -0.2951; number 6, N, carries -0.4172

No. 2
ORCA calculation (wB97M-V/def2-TZVPD) on the molecule C22H16FN5O3 at a distorted geometry.

The geometry in ORCA input format:
```
! RIJCOSX wB97M-V def2-TZVPD def2/J DEFGRID3
* xyz 0 1
F 6.831 5.929 -2.056
O 1.665 4.266 -3.275
O -0.455 -2.114 2.972
O -2.969 -6.922 4.260
N -1.640 -5.421 3.290
N -2.646 -2.767 2.498
N -1.661 -1.347 1.172
N -3.569 -5.662 4.452
N -3.579 -2.413 1.569
C -0.089 2.736 -3.259
C -0.865 -0.376 0.557
C -1.449 -2.135 2.260
C 3.315 6.014 -3.005
C -3.052 -3.351 3.782
C -1.796 -6.654 3.597
C 5.638 5.515 -2.413
C -2.936 -1.614 0.754
C -1.415 0.360 -0.516
C -2.767 -4.833 3.835
C 1.013 3.263 -2.617
C -3.536 -0.887 -0.366
C 4.632 6.426 -2.755
C 0.593 1.905 -0.673
C -2.776 0.063 -0.983
C 1.372 2.809 -1.344
C 2.959 4.677 -2.990
C -0.842 -7.669 3.136
C 5.318 4.161 -2.439
C -0.941 1.811 -2.558
C -0.559 1.350 -1.246
C 3.994 3.718 -2.721
H -0.339 3.015 -4.266
H 2.246 3.218 -0.808
H -3.246 0.630 -1.759
H -1.807 1.411 -3.085
H 0.905 1.630 0.347
H 3.812 2.655 -2.722
H -1.348 -8.379 2.462
H -4.135 -3.222 3.965
H -0.336 -8.191 3.950
H -2.573 -2.825 4.587
H 0.139 -0.243 0.908
H -4.559 -1.129 -0.713
H 6.151 3.494 -2.285
H 4.819 7.504 -2.805
H 2.564 6.759 -3.232
H -0.079 -7.167 2.539
*
```

Output
SMILES string ... Cc1nc(Cn2nc3ccc(-c4ccc(Oc5ccc(F)cc5)cc4)cn3c2=O)no1
E_LUMO ... -0.06 eV
Kohn-Sham gap ... 7.7 eV
Strongest force on any atom ... 0.0622 hartree/bohr
HOMO energy ... -7.74 eV

natural (NBO) atomic charge list, values in e, 6 entries: number 1, F, carries -0.3044; number 2, O, carries -0.4975; number 3, O, carries -0.6443; number 4, O, carries -0.2957; number 5, N, carries -0.4857; number 6, N, carries -0.2391

No. 3
ORCA calculation (wB97M-V/def2-TZVPD) on a structure of composition C22H16IrN3S4Sb.

The geometry in ORCA input format:
```
! RIJCOSX wB97M-V def2-TZVPD def2/J DEFGRID3
* xyz 0 6
Ir -0.052 -0.816 -0.129
Sb 0.488 -3.947 -1.375
S 0.470 0.302 -2.726
S -1.386 -2.240 -1.216
S 2.228 -2.656 -2.103
S 2.604 2.247 -3.691
N 1.240 0.533 -1.293
N -0.494 1.198 1.022
N -0.043 -1.326 1.996
C 5.453 0.630 -1.436
C 2.639 0.571 -1.402
C -0.250 -0.331 2.910
C -2.339 3.610 -3.405
C -0.254 -0.591 4.294
C -0.924 1.416 -2.706
C -2.936 2.595 -2.651
C -0.452 1.000 2.446
C -1.021 3.546 -3.843
C 0.085 -2.904 3.782
C -0.415 0.487 5.199
C 3.336 1.234 -2.425
C -0.305 2.410 -3.474
C 0.988 1.790 -3.620
C -0.593 2.013 3.345
C 4.770 0.008 -0.394
C 4.731 1.235 -2.443
C -0.567 1.756 4.737
C -0.087 -1.929 4.711
C 3.393 -0.028 -0.388
C 0.111 -2.555 2.414
C -2.229 1.445 -2.287
H -0.411 0.282 6.262
H 0.276 -3.300 1.640
H -2.935 4.477 -3.663
H 6.533 0.634 -1.466
H 5.319 -0.482 0.399
H 5.245 1.731 -3.258
H -2.671 0.636 -1.721
H -0.097 -2.160 5.769
H -0.736 3.024 2.985
H -0.681 2.577 5.431
H 2.853 -0.561 0.385
H -0.586 4.340 -4.434
H -1.414 1.495 0.713
H 0.216 -3.939 4.064
H 0.180 1.887 0.699
H -3.972 2.699 -2.356
*
```

Output
E_LUMO (alpha / beta) ... -0.71 / -1.31 eV
Kohn-Sham gap (alpha / beta) ... 4.6 / 5.2 eV
Strongest force on any atom ... 0.0096 hartree/bohr
HOMO energy (alpha / beta) ... -5.27 / -6.50 eV

Mulliken atomic charge list, values in e, 6 entries: number 1, Ir, carries 1.0018; number 2, Sb, carries 0.1905; number 3, S, carries 0.0756; number 4, S, carries -0.5733; number 5, S, carries -0.5332; number 6, S, carries -0.2853

no.,E_tot (a.u.)
1,-1698.04055
2,-1447.26914
3,-2949.39455